Entry 1:
Entry from the Open Molecules 2025 dataset: a molecular structure, C33H18ClCrN8 (ωB97M-V/def2-TZVPD).

Its HOMO-LUMO gap (alpha / beta) is 4.7711 / 4.6680 eV. Its HOMO energy (alpha / beta) is -2.9 / -3.5 eV. The expectation value of S² is 6.162. As for the total charge: -1. Its spin multiplicity is 5. The LUMO energy (alpha / beta) is 1.8 / 1.2 eV.

Each line ends with the Löwdin spin population.
Cartesian coordinates (Å):
Cr 0.04997 0.02596 -0.13888  2.9599
C 0.78167 6.54895 -0.46042  0.0208
C -0.63110 6.55319 -0.50688  0.0321
C -1.34916 5.37993 -0.49385  0.0084
C -0.64080 4.17420 -0.43120  0.0533
C -1.05702 2.80336 -0.40354  0.0920
N -2.33727 2.40604 -0.44935  0.0592
C -2.70365 1.15094 -0.49935  -0.0144
C -4.10016 0.72707 -0.56906  -0.0149
C -5.28855 1.44725 -0.59428  -0.0020
C -6.47216 0.73460 -0.66710  -0.0079
C -6.47151 -0.66728 -0.71588  -0.0052
C -5.28774 -1.38298 -0.69280  -0.0043
C -4.09935 -0.66602 -0.61800  -0.0133
C -2.70279 -1.09170 -0.57695  -0.0251
N -2.33126 -2.34314 -0.61161  0.0660
C -1.04837 -2.73940 -0.58616  0.0752
N 0.06670 -1.94792 -0.45918  -0.0074
C 1.17663 -2.73430 -0.49478  0.1247
N 2.47330 -2.33583 -0.40046  0.0449
C 2.82365 -1.09178 -0.34607  0.0396
N 2.03075 0.03196 -0.38210  0.0636
C 2.81822 1.15443 -0.28653  0.0465
N 2.46428 2.39970 -0.27180  0.0410
C 1.16895 2.79891 -0.32958  0.1369
N 0.06052 2.00988 -0.33698  -0.0102
C 0.76615 4.17015 -0.38583  0.0461
C 1.48742 5.37011 -0.40123  0.0179
C 4.22535 0.72611 -0.20439  0.0023
C 5.40262 1.44805 -0.10500  0.0044
C 6.59031 0.73300 -0.04345  0.0030
C 6.59399 -0.66422 -0.08064  0.0045
C 5.41018 -1.38152 -0.17998  0.0031
C 4.22897 -0.66173 -0.24075  0.0032
C 0.77917 -4.09779 -0.64128  0.0427
C 1.50368 -5.29468 -0.72522  0.0169
C 0.80222 -6.46848 -0.86225  0.0179
C -0.61149 -6.47301 -0.91974  0.0308
C -1.33261 -5.30536 -0.84001  0.0061
C -0.62868 -4.10209 -0.69774  0.0511
N -1.91315 0.03109 -0.51232  0.0660
H 1.31114 7.49395 -0.47092  0.0006
H -1.15260 7.50171 -0.55274  0.0017
H -2.43099 5.37560 -0.53006  0.0000
H -5.27389 2.52863 -0.55659  -0.0002
H -7.41731 1.26335 -0.68692  -0.0004
H -7.41635 -1.19401 -0.77234  -0.0001
H -5.27297 -2.46435 -0.73058  -0.0004
H 2.56912 5.35606 -0.36461  0.0006
H 5.38250 2.52941 -0.07482  0.0000
H 7.53175 1.26246 0.03686  0.0001
H 7.53831 -1.19214 -0.02873  0.0002
H 5.39628 -2.46305 -0.20771  -0.0001
H 2.58516 -5.28092 -0.68040  0.0006
H 1.33429 -7.40987 -0.92739  0.0005
H -1.12989 -7.41816 -1.02846  0.0017
H -2.41417 -5.30197 -0.88474  -0.0001
Cl 1.21772 0.62173 2.77395  -0.0022
C -0.20964 -0.01606 1.87469  -0.0803
H -1.05168 0.61644 2.15413  0.0014
H -0.37466 -1.03274 2.22908  0.0010

Atoms 1-6, force components in eV/Å:
-0.02 -0.02 0.00
-0.02 0.01 0.00
0.01 0.01 0.00
0.00 -0.02 -0.01
0.01 0.01 0.00
0.00 -0.01 0.00

***

Entry 2:
Entry from the Open Molecules 2025 dataset: 3 unconnected molecules or ions with the total composition C33H20I2N3O7 at a distorted geometry (ωB97M-V/def2-TZVPD).

Its HOMO-LUMO gap is 5.7691 eV. Its HOMO energy is -10.6 eV. As for the total charge: +1. The LUMO energy is -4.9 eV.

Each line ends with the natural charge from an NBO analysis.
Cartesian coordinates (Å):
O -2.38471 -5.72686 -5.29026  -0.1616
N -1.76230 -6.60850 -4.80802  0.3801
O -1.20562 -6.20440 -3.60324  -0.3617
C -1.43642 -7.22589 -2.63478  0.6787
N -2.77077 -7.74928 -2.48411  -0.5510
C -2.64634 -8.75530 -1.43019  -0.0169
I -4.34529 -9.89372 -0.73138  0.3294
C -1.20681 -8.87190 -0.89759  -0.0542
N -0.54519 -7.87310 -1.72884  -0.3417
C 0.89112 -7.40295 -1.74002  -0.3316
C 0.83690 -5.85814 -1.20699  0.4244
O 1.47473 -4.92478 -1.72127  -0.4590
I -0.52110 -5.52543 0.50260  0.1115
H -3.61071 -7.43939 -3.00719  0.4864
H -0.73515 -9.51356 -0.08902  0.3094
H 1.36896 -7.47402 -2.77528  0.2801
H 1.50413 -8.04276 -1.00274  0.2792
C -5.09755 2.81855 2.35150  -0.1862
C -3.90447 2.88439 3.06808  -0.1886
C -2.78714 2.18404 2.62651  -0.1689
C -2.86338 1.40484 1.47150  -0.0624
C -4.06519 1.31964 0.76747  -0.1527
C -5.17968 2.03768 1.20369  -0.1480
C -4.17332 0.45786 -0.43126  0.5381
O -5.22122 0.38502 -1.04937  -0.5194
C -2.99079 -0.32158 -0.86310  -0.1407
C -3.09339 -1.18226 -1.95708  -0.1537
C -1.98395 -1.90838 -2.37804  -0.2054
C -0.76641 -1.77082 -1.71441  -0.2044
C -0.66181 -0.91863 -0.62072  -0.1728
C -1.77716 -0.19951 -0.18710  -0.0511
C -1.66450 0.67778 0.99979  0.5181
O -0.60009 0.79505 1.58381  -0.5425
H -5.96644 3.37275 2.69176  0.2249
H -3.84502 3.48409 3.97063  0.2249
H -1.85886 2.24355 3.18631  0.2389
H -6.11353 1.98627 0.65290  0.2417
H -4.03806 -1.29178 -2.48085  0.2395
H -2.06740 -2.58118 -3.22623  0.2090
H 0.10102 -2.33233 -2.04791  0.2208
H 0.28821 -0.81926 -0.10476  0.2409
C 2.43096 2.74021 4.10559  -0.1981
C 1.85406 2.01066 3.06793  -0.1941
C 2.08134 2.38138 1.74593  -0.1736
C 2.87719 3.49106 1.45951  -0.0589
C 3.43443 4.23552 2.49972  -0.1494
C 3.21910 3.85095 3.82382  -0.1520
C 4.23993 5.44382 2.21053  0.5450
O 4.73011 6.09261 3.11860  -0.5224
C 4.43330 5.85641 0.80215  -0.1523
C 5.14149 7.02475 0.51619  -0.1493
C 5.33955 7.41322 -0.80478  -0.1915
C 4.83961 6.63223 -1.84458  -0.1946
C 4.12880 5.47057 -1.56379  -0.1727
C 3.91595 5.08554 -0.23896  -0.0576
C 3.12767 3.86670 0.04986  0.5070
O 2.68569 3.18435 -0.86004  -0.5341
H 2.26101 2.44539 5.13637  0.2171
H 1.22889 1.15200 3.28904  0.2281
H 1.63358 1.80644 0.94193  0.2424
H 3.66105 4.41820 4.63692  0.2399
H 5.53661 7.63646 1.32127  0.2409
H 5.88608 8.32484 -1.02459  0.2216
H 5.00066 6.93206 -2.87524  0.2202
H 3.73763 4.86887 -2.37817  0.2367

Atoms 1-6, force components in eV/Å:
1.74 -1.71 1.00
-2.72 0.77 -3.44
0.96 -1.33 5.00
-1.79 -1.39 0.67
5.15 -1.02 2.55
2.43 -0.23 1.00

***

Entry 3:
Entry from the Open Molecules 2025 dataset: a molecular structure, C33H21Br4N3O4SSn at a distorted geometry (ωB97M-V/def2-TZVPD).

Its HOMO-LUMO gap is 6.8611 eV. Its HOMO energy is -7.4 eV. The value obtained for the energy relative to the best compared isomer or geometry (same formula, charge and spin) is 0.0 kJ/mol. The LUMO energy is -0.6 eV.

Each line ends with the natural charge from an NBO analysis.
Cartesian coordinates (Å):
Sn -0.64493 -0.61990 0.04114  2.2926
O -0.05465 -0.72592 3.20067  -0.9370
S 1.29132 -0.55596 2.73541  2.3279
O 2.32846 -1.49602 3.07764  -0.9123
N 1.18621 -0.38675 1.05995  -1.0692
C 2.38771 -0.13418 0.35579  0.2523
C 3.57314 0.23208 0.95247  -0.2674
C 4.78649 0.27137 0.24526  -0.1712
C 4.85288 -0.02332 -1.09615  -0.2398
C 3.63950 -0.18138 -1.81430  0.0001
C 3.57548 -0.17709 -3.22992  -0.1313
C 2.35139 -0.32590 -3.81758  -0.2649
C 1.21356 -0.37980 -3.01304  0.0538
N 1.24477 -0.34535 -1.70268  -0.4900
C 2.41919 -0.23898 -1.07324  0.0902
C 1.65669 1.12074 3.29369  -0.3246
C 2.54945 1.34664 4.31219  -0.1968
C 2.68025 2.65505 4.79405  -0.2066
C 1.90514 3.67973 4.30098  -0.2185
C 0.94407 3.38575 3.32106  -0.1296
C 0.83282 2.11193 2.81511  -0.2308
H 3.62855 0.40508 2.02514  0.2352
H 5.65809 0.50246 0.84471  0.2227
H 5.80180 -0.01774 -1.64357  0.2175
H 4.48901 -0.09074 -3.81416  0.2237
H 2.21172 -0.40435 -4.89766  0.2292
H 0.23939 -0.50612 -3.49990  0.2150
H 3.15968 0.56301 4.73345  0.2391
H 3.36938 2.83401 5.60942  0.2177
H 2.06618 4.68941 4.68266  0.2206
H 0.29550 4.15619 2.90182  0.2122
H 0.04583 1.88642 2.07142  0.2466
Br -3.94622 -1.94750 5.91375  0.0803
C -3.25550 -1.01545 4.39457  -0.1361
C -3.25514 0.40102 4.31802  -0.1330
Br -3.88617 1.49552 5.77469  0.0720
C -2.79918 1.01842 3.16369  -0.1585
Br -2.67387 2.89984 2.86001  0.0583
C -2.33420 0.23970 2.13991  0.2911
O -1.76018 0.71262 1.01078  -0.8964
C -2.32925 -1.13933 2.21779  0.2653
O -1.69655 -1.74793 1.24259  -0.8401
C -2.81362 -1.78494 3.33222  -0.1452
Br -2.62321 -3.65450 3.25894  0.0968
N -0.92647 1.12038 -1.31302  -0.8724
C -1.81642 0.87552 -2.46462  0.1093
C -2.26255 2.09984 -2.97403  -0.2087
C -2.83099 2.20489 -4.20224  -0.2045
C -3.02144 1.03793 -4.94715  -0.1910
C -2.60689 -0.18508 -4.43555  -0.2125
C -2.04609 -0.35452 -3.15190  0.0315
C -1.68186 -1.74400 -2.68537  -0.1749
C -1.98321 -2.82658 -3.51752  -0.1366
C -1.63720 -4.13478 -3.14564  -0.2218
C -1.04080 -4.38300 -1.92581  -0.1978
C -0.84879 -3.33904 -1.05160  -0.2185
C -1.15785 -2.04238 -1.41269  -0.3524
H -0.03051 1.48640 -1.62227  0.4168
H -1.37509 1.81997 -0.71583  0.4395
H -2.13743 3.00377 -2.35418  0.2145
H -3.12543 3.17728 -4.55849  0.2228
H -3.38569 1.09038 -5.96172  0.2209
H -2.72283 -1.03506 -5.07338  0.2134
H -2.48336 -2.69399 -4.45998  0.1955
H -1.90982 -4.96881 -3.77752  0.2155
H -0.81196 -5.38504 -1.59047  0.2201
H -0.46827 -3.53189 -0.05786  0.2300

Atoms 1-6, force components in eV/Å:
0.78 0.15 -0.92
0.60 -0.56 -0.09
-0.09 0.74 -0.31
-0.44 0.70 -0.14
0.54 0.03 -0.03
0.32 -0.07 0.29